# 1
# C51H56BrGeN2O7Pb

A molecular structure, C51H56BrGeN2O7Pb (the ωB97M-V functional and the def2-TZVPD basis, OMol25).

Computed properties:
HOMO ... -10.62 eV
LUMO level ... -3.39 eV
Charge ... +1
HOMO-LUMO gap ... 7.2 eV

```
119
Properties=species:S:1:pos:R:3:forces:R:3
Pb -0.2047 0.8990 0.0729 0.147 0.116 -0.418
O -1.2091 3.5197 -3.9793 0.017 0.000 -0.019
C -0.9149 3.0667 -2.7663 0.034 -0.117 0.131
O -0.2587 2.0744 -2.5564 -0.093 0.114 -0.027
C -1.5064 3.9209 -1.6746 0.039 0.018 -0.071
C -2.2448 5.0636 -1.9560 -0.010 -0.011 0.005
C -2.7546 5.7892 -0.8926 0.018 -0.068 0.015
C -2.5129 5.3443 0.3984 -0.057 -0.010 -0.003
C -1.7690 4.1857 0.5752 0.137 -0.001 0.156
N -1.2660 3.4987 -0.4404 -0.138 -0.008 -0.256
C -1.4026 3.5964 1.9224 -0.088 -0.110 -0.020
O -1.9431 4.1149 3.0182 -0.014 0.021 -0.046
O -0.6325 2.6721 2.0102 -0.104 0.115 0.079
H -0.8363 2.9101 -4.6372 0.014 0.020 0.024
H -2.4080 5.3648 -2.9798 -0.017 0.013 0.001
H -3.3347 6.6847 -1.0649 0.008 0.015 0.003
H -2.9025 5.9096 1.2346 0.006 0.023 0.000
H -2.6127 4.7853 2.8300 0.071 -0.034 -0.006
C 0.5018 -2.7504 0.2553 0.045 -0.114 0.077
N 0.8685 -1.5637 -0.5217 0.039 0.048 -0.127
C 0.2858 -1.6906 -1.8611 -0.207 0.029 -0.083
C 2.3366 -1.4487 -0.6115 0.055 -0.120 0.001
C 2.7546 -0.1206 -1.1896 -0.027 -0.215 -0.087
C 3.0705 -0.0246 -2.5445 -0.051 0.015 -0.053
C 3.3725 1.1841 -3.1497 -0.018 -0.001 0.105
C 3.3421 2.3465 -2.3907 -0.071 -0.066 0.050
C 3.0558 2.2745 -1.0377 -0.198 0.036 -0.037
C 2.8080 1.0458 -0.4366 0.137 0.195 -0.059
H 0.8703 -3.6647 -0.2271 0.004 0.016 -0.058
H -0.5836 -2.8168 0.3351 -0.016 0.053 -0.018
H 0.9270 -2.6873 1.2569 -0.021 -0.134 -0.183
H 0.5802 -2.6304 -2.3416 0.047 -0.032 -0.033
H 0.6006 -0.8657 -2.5024 -0.052 0.043 0.027
H -0.8039 -1.6943 -1.7877 0.008 -0.029 0.026
H 2.7240 -2.2569 -1.2478 0.037 0.014 0.005
H 2.7640 -1.5900 0.3833 -0.131 -0.069 -0.148
H 3.0575 -0.9318 -3.1360 0.025 -0.024 -0.014
H 3.6109 1.2173 -4.2038 0.024 0.009 0.000
H 3.5627 3.3049 -2.8415 -0.014 0.005 -0.005
H 3.0474 3.1654 -0.4281 0.029 0.039 0.043
C 5.5005 -1.4098 5.9724 -0.018 -0.009 -0.009
C 4.9298 -2.3453 4.8962 -0.006 0.004 -0.035
C 6.0566 -3.1989 4.3024 -0.043 -0.039 -0.023
C 3.9061 -3.2754 5.5476 0.037 0.006 -0.001
C 4.2979 -1.4848 3.8059 0.054 0.132 -0.021
C 2.9316 -1.3859 3.6292 0.053 -0.021 -0.163
C 2.4379 -0.5419 2.6470 -0.170 -0.197 0.200
Br 0.5348 -0.4901 2.5627 -0.046 0.259 0.669
C 3.2358 0.2259 1.8140 0.137 0.172 0.275
O 2.5693 1.0718 0.9334 -0.041 -0.009 0.019
C 4.6307 0.2166 2.0379 0.116 0.033 -0.050
C 5.0976 -0.6711 3.0040 -0.092 -0.031 -0.012
C 5.6314 1.1872 1.3756 0.088 -0.042 0.034
C 7.0278 1.1193 2.0171 -0.071 -0.046 0.003
C 5.8578 0.8717 -0.1114 -0.100 -0.067 -0.114
C 5.1547 2.6274 1.6156 -0.086 0.000 -0.026
H 5.9196 -1.9924 6.7938 0.026 -0.016 0.003
H 4.7176 -0.7659 6.3761 -0.001 0.009 0.018
H 6.2896 -0.7730 5.5704 0.012 0.008 -0.005
H 6.4933 -3.8278 5.0789 0.013 0.003 0.017
H 6.8571 -2.5909 3.8816 0.013 0.006 0.001
H 5.6744 -3.8502 3.5144 0.009 -0.013 -0.007
H 4.4108 -3.9133 6.2731 -0.003 -0.010 0.014
H 3.4248 -3.9228 4.8125 -0.008 -0.017 -0.010
H 3.1353 -2.7207 6.0842 -0.023 0.010 0.001
H 2.2387 -1.9584 4.2258 -0.023 0.014 0.039
H 6.1576 -0.7077 3.1778 0.131 0.038 0.010
H 7.5112 0.1542 1.8672 0.009 -0.037 0.000
H 7.0050 1.3458 3.0834 -0.010 -0.015 0.029
H 7.6543 1.8696 1.5330 0.002 0.007 0.010
H 6.4186 -0.0594 -0.2079 0.005 -0.033 0.005
H 6.4512 1.6676 -0.5643 0.045 0.003 0.001
H 4.9439 0.7686 -0.6914 0.420 0.011 0.121
H 5.2502 2.8698 2.6751 -0.005 0.021 0.013
H 4.1190 2.7863 1.3409 -0.064 0.031 -0.026
H 5.7764 3.3231 1.0504 0.015 0.020 -0.001
O -3.1923 -1.5446 -0.7063 0.113 0.060 0.000
C -3.0666 -0.3431 -0.5540 -0.107 -0.019 0.021
O -2.2599 0.2037 0.3238 0.104 0.046 0.087
C -3.8577 0.6216 -1.4128 -0.091 0.062 -0.085
C -3.4215 0.5590 -2.8783 0.489 -0.178 0.170
Ge -3.7106 -1.1547 -3.8218 -0.200 0.148 -0.369
C -2.5887 -2.7407 -3.5965 -0.014 0.008 0.098
C -2.8638 -3.7233 -2.6444 0.053 -0.017 0.002
C -2.1182 -4.8921 -2.5957 0.010 0.031 0.016
C -1.0858 -5.1008 -3.5007 0.017 -0.018 0.012
C -0.8017 -4.1350 -4.4535 0.035 0.007 -0.007
C -1.5512 -2.9660 -4.5012 0.020 0.025 0.014
C -3.3813 -0.6532 -5.6993 -0.073 -0.042 0.048
C -3.8966 -1.4305 -6.7385 0.023 -0.009 0.025
C -3.6429 -1.1194 -8.0661 0.011 0.001 -0.008
C -2.8517 -0.0240 -8.3844 -0.008 -0.011 -0.001
C -2.3137 0.7495 -7.3682 0.009 0.017 0.010
C -2.5807 0.4350 -6.0409 0.020 -0.021 -0.058
C -5.6107 -1.5224 -3.5701 0.011 -0.014 0.048
C -6.0815 -2.0499 -2.3651 -0.017 -0.034 -0.031
C -7.4403 -2.2387 -2.1552 -0.003 0.005 0.001
C -8.3512 -1.8967 -3.1442 -0.015 -0.006 -0.002
C -7.9004 -1.3552 -4.3383 -0.001 0.005 -0.007
C -6.5406 -1.1667 -4.5473 0.012 -0.017 0.028
H -3.7479 1.6350 -1.0190 -0.043 -0.014 0.026
H -4.9090 0.3356 -1.3448 -0.040 0.036 0.027
H -2.3660 0.8486 -2.9859 -0.197 -0.031 0.065
H -4.0161 1.2655 -3.4614 0.016 0.026 -0.057
H -3.6537 -3.5721 -1.9239 0.007 -0.028 -0.017
H -2.3471 -5.6449 -1.8522 -0.015 -0.013 0.000
H -0.5147 -6.0199 -3.4692 0.013 -0.004 -0.001
H -0.0064 -4.2959 -5.1708 0.001 0.001 -0.004
H -1.3297 -2.2295 -5.2651 -0.007 -0.010 -0.021
H -4.5001 -2.3014 -6.5071 -0.025 -0.003 -0.010
H -4.0577 -1.7336 -8.8548 -0.006 -0.010 -0.001
H -2.6514 0.2197 -9.4192 0.004 0.006 -0.012
H -1.6855 1.5977 -7.6126 0.001 0.009 -0.006
H -2.1362 1.0448 -5.2609 -0.066 0.019 0.046
H -5.3825 -2.3040 -1.5776 -0.008 0.008 0.015
H -7.7893 -2.6503 -1.2168 0.003 -0.014 0.005
H -9.4101 -2.0516 -2.9838 -0.012 0.012 0.004
H -8.6080 -1.0767 -5.1086 -0.004 -0.007 -0.013
H -6.2052 -0.7388 -5.4844 -0.009 0.008 -0.012
```
Positions in Å, forces in eV/Å.

=====

# 2
# C5H4I2

A single C5H4I2 molecule (the ωB97M-V functional and the def2-TZVPD basis, OMol25).

Computed properties:
HOMO ... -9.72 eV
LUMO level ... -0.79 eV
HOMO-LUMO gap ... 8.9 eV

```
11
Properties=species:S:1:pos:R:3:forces:R:3
C 1.3114 -0.0688 0.5639 -0.135 -0.077 -0.029
C 2.5241 -0.0781 0.9691 0.493 -0.016 0.468
C -0.1789 -0.0539 0.7536 -0.314 0.010 0.637
C 1.1502 0.0747 -0.9573 0.593 -0.010 -0.945
C -0.3611 0.0162 -0.7667 -0.616 0.222 -0.345
I 1.9768 -1.4906 -2.1982 -0.206 0.285 0.169
I -1.4413 1.7193 -1.5531 0.282 -0.429 0.227
H -0.5730 -0.9630 1.2106 -0.015 0.098 -0.015
H -0.5123 0.8185 1.3155 -0.062 -0.077 -0.085
H 1.5500 1.0078 -1.3426 -0.073 -0.117 -0.074
H -0.8421 -0.8558 -1.2008 0.056 0.112 -0.007
```
Positions in Å, forces in eV/Å.

=====

# 3
# C6H12ClN2O3S

2 unconnected molecules or ions with the total composition C6H12ClN2O3S (the ωB97M-V functional and the def2-TZVPD basis, OMol25).

Computed properties:
HOMO (alpha / beta) ... -13.65 / -11.82 eV
LUMO level (alpha / beta) ... -7.86 / -9.12 eV
Charge ... +1
HOMO-LUMO gap (alpha / beta) ... 5.8 / 2.7 eV

```
25
Properties=species:S:1:pos:R:3:forces:R:3
C -1.3891 -0.0428 0.8550 -0.206 0.105 -0.114
C 1.9623 0.3350 0.7560 0.443 1.674 2.424
C 0.8441 2.3266 -0.3067 1.808 -2.698 0.143
C 0.9450 -0.6384 0.2432 -0.144 -0.084 -0.091
C -0.0627 1.2891 -0.8974 -0.495 -0.740 -0.929
C -1.5970 -1.3635 1.5934 -0.218 0.247 0.098
N 2.0753 1.6206 0.0719 -1.883 -1.194 0.082
N -0.2334 0.1354 -0.0241 -0.709 -1.442 -0.067
O -2.2168 0.8011 0.7694 -0.829 0.890 0.249
O -0.5528 -2.7422 -1.0783 -1.146 1.046 -0.052
O -0.4911 -1.1390 -2.8901 -1.366 0.576 0.310
S -1.1992 -1.6015 -1.7190 1.949 -2.226 -0.438
Cl -3.2250 -2.1986 -1.9509 1.058 0.782 -0.003
H 1.5262 0.5108 1.8338 1.584 0.127 -1.206
H 2.9799 -0.0597 0.6632 -0.370 -0.334 0.936
H 1.0159 3.1806 -0.8680 0.482 1.280 -1.557
H 0.4595 2.6633 0.5803 -1.458 0.943 2.482
H 1.4408 -0.9777 -0.6425 -0.557 -0.965 -1.034
H 0.6260 -1.4423 0.9479 1.079 0.559 -0.667
H -1.0226 1.6453 -1.1561 -1.205 0.789 0.200
H 0.2803 0.8877 -1.8544 0.599 0.043 0.112
H -1.6495 -2.0849 0.7673 0.484 -0.457 0.859
H -0.9221 -1.5919 2.4361 0.265 -0.085 -0.894
H -2.5769 -1.3955 2.0851 0.069 0.633 -0.452
H 2.9831 1.8825 -0.2150 0.763 0.529 -0.390
```
Positions in Å, forces in eV/Å.

=====

| no. | total energy (a.u.) |
| --- | --- |
| 1 | -7456.8751 |
| 2 | -788.1349 |
| 3 | -1428.9917 |